(P)
ORCA calculation (ωB97M-V with the def2-TZVPD basis set) on a cluster of 2 separate species, C3H10NO3 in total.

Structure (ORCA input):
```
! wB97M-V def2-TZVPD RIJCOSX def2/J DEFGRID3
* xyz 1 1
O -0.30 1.16 -1.78
C -0.62 0.02 -1.59
O -0.44 -1.02 -2.36
C -1.29 -0.36 -0.23
C -1.01 -1.72 0.34
N -0.78 0.70 0.69
H 0.27 -0.89 -3.02
H -2.36 -0.24 -0.34
H -0.92 -2.44 -0.47
H -0.12 -1.87 0.96
H -1.84 -2.14 0.90
H -1.23 0.59 1.60
H -1.03 1.65 0.40
H 0.22 0.58 0.87
H 3.73 0.99 4.45
H 4.11 1.66 3.18
O 3.54 0.96 3.51
*
```

The HOMO energy is -14.2 eV.

(Q)
ORCA calculation (ωB97M-V with the def2-TZVPD basis set) on a cluster of 2 separate species, C3H10NO3 in total.

Structure (ORCA input):
```
! wB97M-V def2-TZVPD RIJCOSX def2/J DEFGRID3
* xyz 1 1
C -2.19 -0.51 -0.66
C -0.01 0.36 0.43
C 2.03 0.28 -0.15
N -0.81 0.23 -0.86
O -0.35 1.60 0.94
O 2.01 -0.64 -1.17
O 2.72 0.08 0.92
H -2.54 -0.82 -1.60
H -1.81 -1.53 -0.21
H -2.87 0.02 -0.01
H -0.15 -0.49 0.92
H 1.77 1.19 -0.56
H -0.27 -0.37 -1.50
H -0.89 1.18 -1.21
H -1.27 1.50 1.45
H 2.57 -1.38 -0.88
H 2.58 0.72 1.60
*
```

The HOMO energy is -12.7 eV.

Most stable structure: (P)

(P)
ORCA calculation (ωB97M-V with the def2-TZVPD basis set) on the molecule C4H4N2S2.

Structure (ORCA input):
```
! wB97M-V def2-TZVPD RIJCOSX def2/J DEFGRID3
* xyz 0 1
S 4.15 0.86 -0.30
C 3.43 -0.48 0.19
S 1.63 -0.85 0.33
C 0.06 0.09 -0.05
C -1.01 -0.61 -0.55
C -2.11 0.20 -0.25
N -1.73 1.29 0.39
N -0.41 1.21 0.52
H 3.90 -1.38 0.53
H -0.99 -1.56 -1.05
H -3.14 0.00 -0.45
H 0.11 1.93 1.00
*
```

The HOMO energy is -8.9 eV. As for the SMILES: S=CSc1ccn[nH]1.

(Q)
ORCA calculation (ωB97M-V with the def2-TZVPD basis set) on the molecule C4H4N2S2.

Structure (ORCA input):
```
! wB97M-V def2-TZVPD RIJCOSX def2/J DEFGRID3
* xyz 0 1
S -2.36 1.65 0.00
C -0.93 0.81 0.00
C 0.38 1.40 0.00
C 1.49 0.64 0.00
C 1.33 -0.78 -0.01
N 0.16 -1.36 -0.01
N -0.91 -0.57 0.00
S -2.45 -1.38 0.00
H 0.42 2.50 -0.01
H 2.49 1.06 0.01
H 2.18 -1.43 0.02
H -1.82 -2.56 0.00
*
```

The HOMO energy is -8.3 eV. As for the SMILES: S=c1cccnn1S.

Most stable structure: (Q)